# 1
Entry from OMol25: C30H44Br3NO9S as an isolated structure at a distorted geometry (ωB97M-V/def2-TZVPD).

Element x y z (Å)
1 C 1.730 0.403 1.485
2 C 0.421 0.481 1.323
3 C -0.378 1.150 0.217
4 C 0.157 2.620 0.152
5 C 0.615 3.287 1.420
6 O -0.011 3.637 2.337
7 Br 2.544 3.792 1.412
8 C -1.879 1.266 0.595
9 C -2.220 1.671 2.042
10 C -2.983 3.006 2.056
11 C -4.439 2.830 1.662
12 O -4.839 3.997 0.929
13 O -2.651 0.104 0.239
14 S -2.192 -1.260 1.006
15 O -3.208 -2.194 0.601
16 O -0.844 -1.584 0.158
17 C -0.623 -1.091 -1.192
18 C 0.541 -1.991 -1.674
19 C 1.544 -2.384 -0.592
20 C 1.323 -3.803 -0.083
21 N 2.319 -4.169 0.909
22 C 1.828 -4.300 2.283
23 C 2.461 -3.250 3.177
24 C 3.835 -3.324 3.450
25 C 4.450 -2.345 4.228
26 C 3.685 -1.285 4.722
27 C 2.315 -1.201 4.464
28 C 1.702 -2.192 3.687
29 O 0.348 -2.103 3.396
30 C -1.817 -1.615 -2.032
31 O -2.973 -0.771 -2.135
32 C -3.760 -0.924 -3.221
33 C -4.268 -2.305 -3.486
34 O -4.072 0.013 -3.872
35 C -0.181 0.455 -1.232
36 O 1.249 0.433 -1.312
37 C 2.001 1.057 -2.324
38 C 3.491 0.925 -1.972
39 C 4.277 2.153 -2.419
40 C -0.903 1.191 -2.398
41 Br -0.583 0.271 -4.094
42 C -0.679 2.733 -2.679
43 C -1.999 3.489 -2.472
44 Br -0.165 3.221 -4.522
45 H 2.445 0.943 0.890
46 H 2.136 -0.258 2.235
47 H -0.179 -0.006 2.078
48 H 1.008 2.631 -0.516
49 H -0.555 3.311 -0.286
50 H -2.268 2.053 -0.039
51 H -1.389 1.694 2.734
52 H -2.922 0.938 2.433
53 H -2.904 3.411 3.062
54 H -2.484 3.729 1.419
55 H -5.035 2.770 2.571
56 H -4.566 1.947 1.037
57 H -5.651 3.777 0.465
58 H 0.997 -1.602 -2.576
59 H 0.086 -2.929 -2.003
60 H 1.592 -1.686 0.233
61 H 2.537 -2.392 -1.043
62 H 1.413 -4.462 -0.951
63 H 0.300 -3.925 0.273
64 H 2.875 -4.955 0.625
65 H 2.037 -5.294 2.676
66 H 0.751 -4.185 2.316
67 H 4.411 -4.141 3.046
68 H 5.506 -2.397 4.442
69 H 4.145 -0.504 5.310
70 H 1.711 -0.377 4.818
71 H -0.124 -2.067 4.234
72 H -2.117 -2.551 -1.565
73 H -1.488 -1.910 -3.017
74 H -5.013 -2.570 -2.743
75 H -3.462 -3.032 -3.449
76 H -4.709 -2.346 -4.472
77 H 1.885 0.624 -3.314
78 H 1.810 2.122 -2.461
79 H 3.880 0.064 -2.515
80 H 3.626 0.704 -0.918
81 H 3.764 3.054 -2.087
82 H 4.314 2.194 -3.504
83 H 5.276 2.155 -1.998
84 H -1.962 1.125 -2.189
85 H 0.102 3.222 -2.130
86 H -2.322 3.499 -1.434
87 H -1.873 4.503 -2.829
88 H -2.755 3.025 -3.100

LUMO energy = 0.3 eV
HOMO-LUMO gap = 8.9 eV
E_tot = -272700.23507 eV
maximum force = 1.60 eV/A
total charge = 0

Löwdin atomic charge list, values in e, 6 entries: number 1, C, carries 0.05; number 2, C, carries -0.12; number 3, C, carries -0.22; number 4, C, carries -0.11; number 5, C, carries -0.73; number 6, O, carries 0.08

***

# 2
Entry from OMol25: a 7-piece molecular cluster, C30H44F18NO13 overall at a distorted geometry (ωB97M-V/def2-TZVPD).

Element x y z (Å)
1 N 6.146 -0.652 -1.882
2 C 5.317 -0.853 -3.115
3 C 5.194 -2.339 -3.549
4 C 3.925 -3.032 -2.934
5 C 2.584 -2.331 -3.275
6 C 2.066 -1.356 -2.183
7 C 0.915 -0.487 -2.808
8 O -0.220 -0.433 -1.928
9 H 5.667 -1.039 -1.077
10 H 6.285 0.345 -1.736
11 H 4.333 -0.343 -3.061
12 H 5.884 -0.329 -3.911
13 H 6.039 -2.829 -3.049
14 H 4.025 -3.227 -1.834
15 H 3.873 -4.041 -3.392
16 H 1.822 -3.137 -3.355
17 H 2.602 -1.863 -4.273
18 H 1.602 -1.933 -1.365
19 H 2.849 -0.741 -1.724
20 H 0.648 -0.962 -3.762
21 H 1.282 0.535 -2.947
22 H -0.694 -1.245 -2.062
23 C 10.138 -7.659 -4.158
24 C 10.428 -6.401 -3.365
25 O 9.222 -5.679 -3.093
26 C 8.517 -6.107 -2.049
27 O 8.818 -7.025 -1.350
28 C 7.290 -5.223 -1.852
29 F 6.679 -4.980 -3.004
30 F 7.634 -4.060 -1.312
31 F 6.404 -5.790 -1.039
32 H 9.584 -7.418 -5.066
33 H 11.066 -8.161 -4.433
34 H 9.527 -8.354 -3.581
35 H 11.057 -5.731 -3.949
36 H 10.959 -6.623 -2.439
37 C 6.558 -3.779 -6.556
38 C 5.538 -4.748 -7.107
39 O 5.068 -4.332 -8.408
40 C 5.835 -4.661 -9.433
41 O 6.862 -5.265 -9.371
42 C 5.190 -4.194 -10.733
43 F 4.718 -2.952 -10.642
44 F 4.164 -4.982 -11.071
45 F 6.049 -4.213 -11.747
46 H 6.152 -2.770 -6.537
47 H 6.838 -4.057 -5.542
48 H 7.459 -3.759 -7.177
49 H 4.663 -4.764 -6.459
50 H 5.930 -5.766 -7.154
51 C 7.327 0.931 4.535
52 C 6.290 0.340 3.602
53 O 5.820 1.322 2.669
54 C 6.595 1.512 1.602
55 O 7.615 0.943 1.387
56 C 5.957 2.537 0.671
57 F 5.492 3.598 1.338
58 F 4.933 2.008 0.010
59 F 6.820 2.992 -0.225
60 H 6.933 1.819 5.031
61 H 7.619 0.203 5.292
62 H 8.219 1.236 3.986
63 H 5.417 0.020 4.171
64 H 6.674 -0.534 3.076
65 C -1.852 1.310 -0.147
66 C -3.010 0.344 -0.036
67 O -3.679 0.475 1.234
68 C -4.569 1.453 1.321
69 O -4.852 2.213 0.449
70 C -5.220 1.440 2.699
71 F -4.328 1.277 3.677
72 F -6.102 0.443 2.808
73 F -5.873 2.569 2.951
74 H -1.167 1.185 0.693
75 H -1.304 1.142 -1.074
76 H -2.199 2.345 -0.128
77 H -2.642 -0.680 -0.079
78 H -3.719 0.470 -0.855
79 C -7.072 2.446 5.755
80 C -6.771 3.728 6.502
81 O -7.969 4.495 6.716
82 C -8.708 4.130 7.756
83 O -8.458 3.238 8.503
84 C -9.914 5.054 7.885
85 F -10.503 5.279 6.708
86 F -9.561 6.240 8.381
87 F -10.838 4.554 8.694
88 H -7.597 2.661 4.825
89 H -6.152 1.912 5.526
90 H -7.715 1.790 6.344
91 H -6.110 4.357 5.908
92 H -6.268 3.532 7.450
93 C -13.801 6.038 6.691
94 C -13.527 6.252 5.217
95 O -14.747 6.222 4.457
96 C -15.439 7.356 4.436
97 O -15.128 8.364 4.988
98 C -16.677 7.194 3.560
99 F -17.306 6.044 3.798
100 F -16.350 7.208 2.267
101 F -17.549 8.171 3.760
102 H -14.363 5.116 6.846
103 H -12.868 5.979 7.248
104 H -14.399 6.852 7.102
105 H -12.910 5.441 4.832
106 H -12.988 7.182 5.040

LUMO energy = 1.5 eV
HOMO-LUMO gap = 3.1 eV
E_tot = -108846.03145 eV
maximum force = 1.64 eV/A
total charge = -1

Löwdin atomic charge list, values in e, 6 entries: number 1, N, carries -0.03; number 2, C, carries -0.37; number 3, C, carries -0.25; number 4, C, carries -0.32; number 5, C, carries -0.26; number 6, C, carries -0.19

***

# 3
Entry from OMol25: C30H44IrN6OTe as an isolated structure (ωB97M-V/def2-TZVPD).

Element x y z (Å)
1 Ir -0.247 1.326 1.319
2 C -3.267 1.046 2.182
3 C -3.226 1.611 0.770
4 N -2.017 2.434 0.527
5 C -2.045 3.827 1.058
6 C -1.912 3.890 2.576
7 N -0.919 2.917 3.086
8 C -1.344 2.154 4.284
9 C -1.612 0.667 3.985
10 N -1.965 0.446 2.561
11 H -3.506 1.820 2.904
12 H -4.069 0.308 2.253
13 H -3.185 0.787 0.050
14 H -4.136 2.181 0.562
15 H -1.919 2.523 -0.479
16 H -1.212 4.348 0.585
17 H -2.967 4.327 0.748
18 H -1.628 4.907 2.850
19 H -2.870 3.708 3.057
20 H -0.069 3.417 3.314
21 H -0.566 2.212 5.043
22 H -2.226 2.624 4.719
23 H -0.726 0.068 4.187
24 H -2.410 0.305 4.639
25 H -1.995 -0.556 2.408
26 C 0.982 2.664 -1.661
27 N 1.940 1.574 -1.679
28 C 3.160 1.841 -2.466
29 C 4.304 0.988 -1.971
30 C 3.866 -0.457 -1.985
31 N 2.602 -0.609 -1.247
32 C 2.384 -1.922 -0.668
33 C 1.690 0.377 -1.136
34 O 0.594 0.114 -0.509
35 H 1.520 3.602 -1.542
36 H 0.295 2.560 -0.825
37 H 0.409 2.712 -2.590
38 H 3.385 2.901 -2.366
39 H 2.955 1.648 -3.523
40 H 4.584 1.287 -0.959
41 H 5.175 1.121 -2.610
42 H 4.604 -1.098 -1.503
43 H 3.732 -0.821 -3.008
44 H 3.201 -2.168 0.012
45 H 2.366 -2.681 -1.456
46 H 1.454 -1.939 -0.107
47 C 5.004 0.820 5.023
48 C 3.807 0.945 4.138
49 C 3.435 2.167 3.579
50 C 2.323 2.249 2.770
51 N 1.547 1.187 2.488
52 C 1.908 0.000 3.009
53 C 3.012 -0.158 3.816
54 H 5.191 1.740 5.571
55 H 5.887 0.621 4.410
56 H 4.899 -0.006 5.724
57 H 4.011 3.061 3.777
58 H 2.034 3.190 2.318
59 H 1.274 -0.846 2.767
60 H 3.248 -1.137 4.210
61 Te -1.384 -2.118 -1.543
62 C -3.234 -2.299 -2.438
63 C -3.455 -1.989 -3.799
64 C -4.715 -2.170 -4.320
65 C -5.740 -2.683 -3.515
66 C -5.520 -2.974 -2.163
67 C -4.276 -2.770 -1.610
68 C -0.436 -3.405 -2.955
69 C -0.077 -4.698 -2.481
70 C 0.465 -5.598 -3.351
71 C 0.658 -5.227 -4.719
72 C 0.336 -3.914 -5.177
73 C -0.220 -3.020 -4.313
74 H -2.668 -1.602 -4.427
75 H -4.914 -1.918 -5.353
76 H -6.717 -2.859 -3.946
77 H -6.326 -3.362 -1.555
78 H -4.105 -3.011 -0.568
79 H -0.248 -4.981 -1.450
80 H 0.741 -6.592 -3.021
81 H 1.040 -5.959 -5.421
82 H 0.528 -3.646 -6.208
83 H -0.480 -2.030 -4.658

LUMO energy (spin up / spin down) = -11.1 / -15.1 eV
ΔE to the lowest compared entry with this formula, charge and spin = 2.396 eV
⟨S²⟩ = 8.790
HOMO-LUMO gap (spin up / spin down) = 6.1 / 3.6 eV
E_tot = -52902.41677 eV
maximum force = 0.46 eV/A
spin multiplicity = 6
total charge = +4

Löwdin atomic charge list, values in e, 6 entries: number 1, Ir, carries 1.30; number 2, C, carries -0.16; number 3, C, carries -0.17; number 4, N, carries -0.19; number 5, C, carries -0.15; number 6, C, carries -0.16

***

# 4
Entry from OMol25: C30H44N2O6P2Ti as an isolated structure at a distorted geometry (ωB97M-V/def2-TZVPD).

Element x y z (Å)
1 Ti 2.689 -2.764 -0.010
2 C -0.217 0.993 0.976
3 C -0.018 1.144 -0.421
4 C -1.973 -0.021 -0.111
5 C -1.434 0.286 1.171
6 C -1.077 0.482 -1.093
7 C 0.696 1.495 2.019
8 H 0.970 2.544 1.835
9 H 1.628 0.914 2.027
10 H 0.237 1.422 3.011
11 C -2.038 -0.054 2.473
12 H -1.783 0.700 3.231
13 H -1.696 -1.030 2.855
14 H -3.132 -0.113 2.395
15 C -3.249 -0.694 -0.394
16 H -4.012 0.016 -0.755
17 H -3.642 -1.181 0.507
18 H -3.131 -1.458 -1.175
19 C -1.213 0.362 -2.558
20 H -2.156 -0.132 -2.816
21 H -0.385 -0.229 -2.992
22 H -1.189 1.352 -3.039
23 C 1.072 1.891 -1.078
24 H 0.671 2.600 -1.818
25 H 1.752 1.219 -1.619
26 H 1.663 2.452 -0.345
27 C 3.489 -1.877 1.743
28 C 4.420 -2.510 0.825
29 C 5.277 -1.675 -0.084
30 C 4.478 -0.707 -0.985
31 C 3.032 -1.151 -1.357
32 C 2.879 -2.144 -2.528
33 C 2.498 -3.616 -2.388
34 C 3.125 -4.388 -1.236
35 H 5.897 -2.334 -0.718
36 H 5.046 -0.553 -1.916
37 H 5.999 -1.096 0.518
38 H 4.186 -4.605 -1.418
39 H 2.939 -2.587 2.395
40 H 4.868 -3.444 1.169
41 H 2.566 -5.298 -0.983
42 H 1.404 -3.778 -2.472
43 H 3.813 -2.095 -3.116
44 H 2.874 -4.099 -3.307
45 H 4.425 0.287 -0.503
46 H 2.655 -0.230 -1.843
47 P 5.028 0.400 3.077
48 C 4.599 0.462 4.870
49 C 4.546 2.124 2.606
50 P 1.703 -1.281 -4.219
51 C 3.602 -0.569 2.391
52 C 2.951 -0.619 -5.379
53 C 1.234 -2.780 -5.160
54 H 3.657 -0.073 5.040
55 H 4.532 1.498 5.223
56 H 5.416 -0.042 5.405
57 H 3.867 2.111 1.745
58 H 5.467 2.648 2.316
59 H 4.087 2.655 3.448
60 H 2.036 -3.524 -5.186
61 H 0.981 -2.455 -6.178
62 H 0.341 -3.215 -4.691
63 H 2.711 -0.352 3.008
64 H 2.295 -1.049 -0.474
65 H 2.725 -0.963 -6.396
66 H 3.962 -0.914 -5.080
67 H 2.858 0.475 -5.337
68 O 0.581 -2.303 -0.292
69 C 0.324 -3.244 0.544
70 O 1.337 -3.825 1.104
71 C -1.075 -3.631 0.798
72 C -1.944 -3.890 -0.268
73 C -3.293 -4.189 0.015
74 C -3.753 -4.280 1.331
75 C -2.876 -3.933 2.359
76 C -1.509 -3.705 2.119
77 N -3.407 -3.561 3.652
78 O -4.599 -3.799 3.918
79 O -2.630 -2.976 4.443
80 N -4.237 -4.182 -1.084
81 O -3.804 -3.867 -2.218
82 O -5.431 -4.467 -0.865
83 H -1.591 -3.822 -1.294
84 H -4.796 -4.502 1.539
85 H -0.803 -3.548 2.929

LUMO energy (spin up / spin down) = -4.5 / -4.5 eV
ΔE to the lowest compared entry with this formula, charge and spin = 8.796 eV
⟨S²⟩ = 0.765
HOMO-LUMO gap (spin up / spin down) = 5.0 / 4.8 eV
E_tot = -88764.20693 eV
maximum force = 6.03 eV/A
spin multiplicity = 2
total charge = +1

Löwdin atomic charge list, values in e, 6 entries: number 1, Ti, carries 1.04; number 2, C, carries -0.18; number 3, C, carries -0.21; number 4, C, carries -0.21; number 5, C, carries -0.18; number 6, C, carries -0.17

***

# 5
Entry from OMol25: a 3-piece molecular cluster, C30H44O4 overall (ωB97M-V/def2-TZVPD).

Element x y z (Å)
1 C 4.109 -2.705 3.254
2 C 2.948 -2.422 2.289
3 O 2.359 -1.146 2.521
4 C 1.225 -1.192 3.358
5 C -0.032 -1.661 2.614
6 O -1.082 -0.696 2.630
7 C -1.996 -0.822 3.630
8 C -1.629 -0.779 4.972
9 C -2.588 -0.894 5.967
10 C -3.929 -1.052 5.645
11 C -4.299 -1.114 4.309
12 C -3.343 -0.994 3.293
13 C -3.813 -1.081 1.872
14 O -3.336 -0.448 0.960
15 C -4.963 -2.016 1.666
16 C -5.103 -2.741 0.490
17 C -6.179 -3.605 0.347
18 C -7.129 -3.724 1.356
19 C -7.009 -2.978 2.521
20 C -5.916 -2.136 2.679
21 C -5.726 -1.338 3.926
22 O -6.648 -0.927 4.592
23 H 5.056 -2.760 2.723
24 H 3.952 -3.632 3.803
25 H 4.163 -1.893 3.977
26 H 3.280 -2.428 1.252
27 H 2.186 -3.202 2.385
28 H 1.053 -0.169 3.693
29 H 1.430 -1.806 4.243
30 H 0.252 -1.794 1.570
31 H -0.406 -2.615 2.993
32 H -0.593 -0.647 5.253
33 H -2.295 -0.854 7.008
34 H -4.687 -1.134 6.411
35 H -4.372 -2.625 -0.298
36 H -6.289 -4.192 -0.555
37 H -7.973 -4.390 1.245
38 H -7.748 -3.040 3.308
39 C 1.825 -3.324 -3.937
40 C 0.876 -2.130 -3.991
41 C 1.579 -0.784 -3.821
42 C 2.299 -0.601 -2.485
43 C 1.414 -0.765 -1.250
44 C 0.273 0.243 -1.177
45 H 2.328 -3.395 -2.971
46 H 1.287 -4.259 -4.096
47 H 2.594 -3.244 -4.709
48 H 0.101 -2.245 -3.229
49 H 0.357 -2.131 -4.953
50 H 0.846 0.017 -3.954
51 H 2.307 -0.660 -4.629
52 H 2.746 0.399 -2.468
53 H 3.136 -1.302 -2.420
54 H 2.037 -0.655 -0.358
55 H 1.007 -1.780 -1.214
56 H 0.658 1.266 -1.175
57 H -0.309 0.106 -0.264
58 H -0.414 0.142 -2.019
59 C 4.108 6.729 -2.577
60 C 2.863 6.117 -1.942
61 C 2.898 4.591 -1.877
62 C 2.979 3.893 -3.236
63 C 1.849 4.237 -4.205
64 C 0.469 3.851 -3.683
65 H 4.229 6.413 -3.614
66 H 4.055 7.818 -2.571
67 H 5.007 6.434 -2.030
68 H 1.975 6.448 -2.488
69 H 2.754 6.504 -0.926
70 H 2.015 4.239 -1.337
71 H 3.759 4.282 -1.277
72 H 2.981 2.810 -3.068
73 H 3.938 4.123 -3.710
74 H 2.034 3.716 -5.148
75 H 1.867 5.305 -4.441
76 H 0.429 2.781 -3.467
77 H -0.305 4.075 -4.419
78 H 0.217 4.388 -2.768

LUMO energy = -0.7 eV
HOMO-LUMO gap = 8.7 eV
E_tot = -40013.40918 eV
maximum force = 0.27 eV/A
SMILES string = CCOCCOc1cccc2c1C(=O)c1ccccc1C2=O.CCCCCC.CCCCCC
total charge = 0

Löwdin atomic charge list, values in e, 6 entries: number 1, C, carries -0.06; number 2, C, carries -0.26; number 3, O, carries -0.16; number 4, C, carries -0.20; number 5, C, carries -0.13; number 6, O, carries -0.04